Entry from the Open Molecules 2025 dataset: C4H6N4 in the gas phase at a distorted geometry (ωB97M-V with the def2-TZVPD basis set).

Kohn-Sham gap, eV: 8.97
Energy above the lowest of the compared OMol25 structures with the same formula, charge and spin, kJ/mol: 324.76
E_LUMO, eV: 0.57

```
14
C4H6N4, DFT ωB97M-V with the def2-TZVPD basis set
C -0.02508 0.64947 -0.27499
C -1.47882 0.72178 0.06539
C -1.93881 -0.65660 0.01669
C 0.34189 -0.61617 -0.37257
H 1.68291 1.71266 0.16331
H 0.25512 2.51923 0.44393
H -2.06424 1.59491 0.39865
H -2.91089 -1.09881 0.26565
H -0.97359 -2.46144 -0.59352
H 3.20755 -1.19436 0.18232
N 0.70805 1.85002 -0.26701
N -0.85177 -1.39991 -0.15202
N 1.51646 -1.18835 0.12222
N 2.53124 -0.43243 0.00195
```